# 1
Entry from OMol25: a molecular structure, C23H32CoN3OS2Si2 in a non-equilibrium geometry (ωB97M-V/def2-TZVPD).

Element x y z (Å)
C: 1.203285 -2.744321 0.140866
H: -3.331809 -0.957330 -3.096429
C: 1.044846 -2.488540 4.990547
H: -2.351532 -1.933243 0.894065
Si: -1.392718 0.107030 1.962469
H: -1.778864 -0.643336 4.945358
H: -4.519645 3.510946 -1.537414
H: 3.494581 -0.212691 0.223362
O: -1.332752 0.937865 -1.189230
C: -2.199791 1.601356 -1.787654
S: 2.991666 3.522446 -0.521993
H: -1.197327 2.822441 0.218689
H: -0.466865 -2.052477 6.454208
H: -2.291693 -0.287183 -4.369991
C: 3.079545 -0.506109 1.186079
H: -3.397419 -1.301801 2.171881
H: 1.622599 -3.116269 5.657594
H: -3.096202 1.913054 2.271787
H: 0.520033 2.224762 3.279808
C: -2.495147 -0.282614 -3.298084
C: 1.653229 2.941223 1.608803
N: -2.527676 2.860881 -1.406196
H: -3.392415 -0.542426 0.575067
C: 2.608369 4.915497 3.282660
C: 1.208093 2.977205 2.922971
H: -1.425705 4.406375 -0.525309
C: 0.746706 -1.453974 2.817217
C: -1.930479 3.479688 -0.239204
H: -1.564705 2.443679 2.951307
H: -2.549684 1.263097 3.815030
H: 3.700769 -1.308175 1.596790
H: -2.699510 3.710816 0.500821
C: 1.901601 2.158482 -0.504285
C: -2.762956 -1.020240 1.327473
H: 3.133408 0.349801 1.858761
H: -1.617116 -0.635643 -2.769092
N: -2.811139 1.069242 -2.878695
H: 3.790471 5.594350 1.624131
C: -0.859998 -1.089988 4.579618
C: -0.128331 -1.889414 5.438575
Co: 0.036459 0.610801 0.272720
H: -3.882070 1.383717 -4.614223
H: 0.179605 -3.109323 0.053373
C: 2.588939 3.873729 1.142693
H: 2.973733 5.683496 3.949775
H: 1.767041 -3.453113 0.753484
C: 3.067422 4.872475 1.977523
C: -3.703056 3.235272 -3.515029
C: -0.438425 -0.866138 3.264094
H: -4.863525 1.449786 -3.152415
C: -2.213698 1.581170 2.823988
H: -4.554171 3.746011 -3.966017
H: -3.289256 4.693003 -1.975983
C: -3.565377 3.640065 -2.063616
H: 2.393871 -2.740674 3.364249
C: -3.893754 1.734897 -3.580728
H: -2.802788 3.515400 -4.065383
S: 1.607596 1.007672 -1.710711
H: 1.364356 4.011759 4.781702
N: 1.265329 2.035320 0.642187
H: 1.642655 -2.723174 -0.856569
C: 1.692982 3.971940 3.752343
C: 1.470816 -2.273629 3.692604
Si: 1.299488 -1.100127 1.040800

Cartesian forces, eV/Å:
C 0.038 0.116 -0.219
H 0.011 -0.015 0.001
C -0.056 0.008 0.075
H 0.015 -0.026 0.014
Si 0.800 0.157 0.242
H -0.026 0.035 -0.021
H 0.011 0.015 -0.009
H 0.030 -0.008 -0.067
O -0.553 0.051 0.224
C 0.162 -0.207 0.019
S 0.050 0.034 -0.001
H -0.064 -0.013 -0.016
H -0.003 0.003 0.016
H -0.002 -0.019 -0.006
C 0.046 -0.259 -0.120
H -0.048 -0.067 -0.011
H 0.007 -0.008 0.010
H -0.033 0.007 -0.006
H 0.001 -0.049 0.013
C -0.024 -0.046 0.012
C -0.008 0.054 -0.199
N -0.008 0.008 -0.038
H 0.000 0.056 -0.038
C -0.035 -0.015 0.057
C 0.064 0.043 0.088
H -0.033 -0.015 -0.003
C 0.226 -0.304 0.064
C 0.092 0.028 0.061
H 0.081 0.036 0.003
H -0.035 0.053 0.006
H 0.036 0.049 0.025
H 0.003 0.010 0.020
C -0.027 -0.015 0.002
C -0.083 0.043 0.013
H -0.011 -0.004 0.079
H -0.010 0.016 0.006
N -0.012 0.045 0.014
H 0.020 0.025 -0.022
C -0.078 0.024 -0.050
C 0.080 -0.060 0.042
Co -0.033 -0.109 -1.821
H 0.002 0.032 0.020
H -0.038 -0.009 0.063
C -0.070 -0.065 0.017
H 0.016 0.025 0.018
H -0.019 -0.085 -0.044
C 0.046 0.016 -0.039
C -0.056 0.005 -0.001
C -0.226 0.032 0.189
H 0.017 0.008 -0.011
C -0.289 -0.127 -0.107
H 0.017 -0.001 -0.001
H -0.012 -0.028 -0.033
C 0.000 0.033 0.024
H 0.019 -0.009 -0.036
C 0.007 -0.003 -0.009
H -0.002 -0.002 0.001
S 0.128 0.079 0.094
H -0.004 0.012 0.030
N 0.003 -0.457 0.710
H 0.042 0.033 -0.023
C 0.025 0.005 -0.019
C 0.037 0.068 -0.085
Si -0.234 0.763 0.786

Calculated values
E_LUMO (alpha / beta): 0.40 / 0.41 eV
Relative energy (zero: lowest compared OMol25 entry of this formula, charge and spin): 32.4 kJ/mol
Electronic energy: -105943.07241 eV
Highest occupied orbital energy (alpha / beta): -0.277 / -0.277 hartree

---

# 2
Entry from OMol25: 7 unconnected molecules or ions with the total composition C23H32F30N7O21S10 in a non-equilibrium geometry (ωB97M-V/def2-TZVPD).

Element x y z (Å)
F: 4.791636 1.980394 2.527181
C: -0.158963 6.274164 -3.401724
C: 0.985978 -4.092839 -6.177357
O: 0.316976 -2.357545 -8.137654
H: -0.224452 -0.131762 -0.816386
O: -6.343164 -6.965410 -0.009279
H: -0.373352 5.304916 -2.951504
C: -1.404161 2.524766 4.718969
O: -1.872734 -0.614190 -7.397732
N: -1.513782 6.843709 -4.015058
N: 7.032379 1.929462 4.658942
F: -4.528039 -2.890834 -5.751487
O: 2.541918 -8.018851 6.813156
C: 2.788290 6.320941 3.881157
F: -7.139268 -1.679489 1.430532
H: -4.296148 5.140926 -3.826881
O: -7.264687 -4.392675 -0.658593
O: -1.642227 4.658861 2.924857
H: -2.064410 7.858532 -2.294061
O: 1.055808 -1.384032 -5.950922
S: 2.887366 -9.435140 6.848866
C: 3.922677 -9.253405 3.049746
C: 4.151181 -9.792248 8.330661
F: 9.450031 3.201026 7.208709
F: -3.338483 -8.439838 0.504264
O: -6.979749 -4.645067 1.767875
F: 6.015223 0.773646 1.150238
C: -0.408111 -2.353421 -0.837079
H: -2.162452 -3.504051 -1.197116
C: -2.525581 7.101456 -2.928309
C: -6.147142 -2.308306 0.746426
O: 0.478249 -3.685647 0.900900
H: -0.543875 8.765333 -4.015527
H: -1.098732 5.788543 -5.750078
C: 0.813105 -3.665626 2.362802
F: -6.118261 -1.690349 -0.490750
F: -3.846281 -0.937545 -4.966757
F: 2.245191 -4.160652 -6.608913
H: -0.805999 -0.652151 -2.380263
C: -3.407141 4.790343 -3.302624
S: 0.902735 5.908627 3.444851
H: -1.351212 -3.183163 -2.610044
H: -0.526783 7.862233 -5.579913
H: -0.056495 -3.730134 3.016818
F: -1.845705 3.138870 5.780383
H: -3.599214 3.826455 -2.831316
F: 3.509643 -9.776681 9.474804
F: 4.289030 -7.997401 3.312368
H: 1.586867 -4.383339 2.635320
H: -2.173408 9.522920 -6.164741
C: -2.375565 8.997512 -5.231371
S: -5.058411 -6.328845 -0.303505
H: -2.865964 3.792635 -5.140446
C: -3.977259 -1.744475 -6.135683
O: -2.503422 -2.905316 -8.135057
N: 3.808812 -9.888272 5.702017
F: 4.950924 -10.076801 2.989368
H: -3.549764 6.006919 -1.368361
S: 0.272218 -2.420198 -6.703444
C: 8.248889 2.718625 6.937278
F: 7.733669 1.942648 7.857659
F: 3.748402 5.448474 3.381274
H: 0.168638 6.796840 -2.503065
F: -2.646702 -6.440791 1.048623
N: -1.257559 -3.349395 -1.618224
S: 8.413701 1.698915 5.280478
F: 2.894260 6.524141 5.264848
O: 1.509980 -8.861541 4.221242
S: -0.568927 3.776576 3.446017
H: -2.123892 10.772135 -4.123110
F: 0.273459 -5.125572 -6.658706
O: 1.740284 -10.375380 7.084023
C: -2.929235 10.070371 -4.340046
F: -4.305832 -7.329168 2.176760
F: 5.464055 0.070178 3.196953
H: 0.663621 6.363406 -4.111291
H: -0.212984 -1.654217 1.135090
C: -1.955598 5.864228 -5.080634
F: 0.971636 -4.092613 -4.823196
C: 5.814262 1.082607 2.434498
O: 2.166096 -11.163425 3.745605
S: -6.381121 -4.236234 0.474889
C: -1.122521 8.167455 -4.719660
S: 7.485238 1.627356 3.076272
S: 2.649208 -9.884194 4.313492
H: -1.467739 -2.882047 0.921667
F: 7.419735 3.720242 6.695427
F: 5.054621 -8.819129 8.425373
H: -2.836640 6.226607 -5.610299
F: -4.726595 -1.181096 -7.040593
F: 3.130199 7.485777 3.471413
H: -1.471536 3.978350 -4.041866
F: 3.344607 -9.175041 1.893376
O: -4.580144 -6.506166 -1.684082
O: 8.509896 0.279564 5.634335
O: 7.789086 2.762665 2.196303
C: -0.883387 -0.845796 -1.310407
H: -3.435666 7.598348 -3.264382
O: -0.061208 2.942055 2.411948
H: -2.047449 5.452725 -1.698524
F: 4.789931 -10.941982 8.183279
N: -4.953991 -4.670106 0.203689
H: -3.213145 8.363945 -5.523198
C: -3.734994 -7.218308 0.948758
S: -2.194216 -1.985724 -6.991414
C: -2.369785 4.456505 -4.432510
H: -3.245649 9.668334 -3.377578
O: 8.260426 0.454320 2.987628
O: 0.873705 5.716761 1.971914
H: -1.853749 -0.523043 -0.933138
F: -4.909633 -2.183646 1.372742
C: -0.454383 -2.595198 0.640757
N: -1.345401 -2.646447 -5.943068
O: 9.621750 2.168460 4.621051
C: -2.926244 5.804240 -2.239129
F: -0.636776 1.471716 5.010806
F: -2.502276 2.052731 4.033308
N: 0.580738 4.458831 4.332240
H: -0.745258 -4.213837 -1.516247
H: -3.808858 10.396958 -4.894758
H: 1.288488 -2.741046 2.690322
H: 0.539087 -2.595727 -1.318967
O: 0.055590 7.026286 3.965481

Cartesian forces, eV/Å:
F 1.027 -0.372 -0.445
C -1.227 0.412 0.777
C -0.646 0.700 0.118
O 0.003 -0.498 0.632
H 0.369 -0.162 -0.050
O 2.025 0.724 0.082
H 0.272 -0.198 -0.929
C -0.159 0.379 -2.618
O -0.172 -0.970 0.831
N 1.717 0.610 -0.241
N -0.206 1.422 -3.528
F 0.042 0.278 0.008
O 0.724 -1.265 0.933
C 0.664 -1.441 2.162
F 1.545 -1.030 -0.372
H -0.275 0.033 0.291
O 0.286 0.701 0.079
O 1.080 -1.069 1.871
H 0.187 -0.318 0.363
O -1.903 -2.806 -1.496
S -3.117 -0.305 2.779
C -0.903 0.558 1.630
C -0.758 1.163 -1.579
F 0.183 0.042 1.102
F -0.788 1.362 0.420
O 1.349 0.851 -1.753
F -0.635 -0.446 0.190
C -1.121 2.747 -2.779
H -0.751 0.025 0.086
C -0.198 0.012 0.598
C 0.671 -0.645 -1.013
O -0.424 1.405 2.261
H 0.054 -0.158 -0.006
H -0.199 -0.129 -0.117
C 0.282 0.387 -0.488
F 0.477 -0.512 1.579
F -0.537 -1.006 -2.068
F -0.417 -0.228 0.198
H -0.040 -0.477 -0.021
C 0.771 -0.684 0.086
S -2.092 0.188 -0.194
H -0.058 0.495 -0.472
H 0.168 0.092 0.231
H -0.270 -0.572 -0.398
F 0.050 0.081 0.962
H -0.446 0.170 0.134
F -0.856 -0.488 0.860
F 0.678 -0.220 0.735
H -0.532 -0.595 -0.615
H 0.745 -0.326 -0.149
C 0.576 -0.929 -0.255
S -0.363 -0.480 -0.727
H 0.297 0.233 -0.219
C 2.864 -0.326 1.418
O 0.097 1.826 2.248
N -1.587 -0.620 -4.032
F 0.634 -0.038 -0.004
H -0.756 0.010 -0.534
S 0.760 1.911 2.814
C -0.177 -1.173 -3.698
F 0.291 -0.007 1.149
F -2.224 0.931 1.323
H -0.493 0.861 -0.160
F -0.416 -0.335 -0.068
N 0.284 -0.600 1.111
S 2.980 -3.176 3.763
F -0.247 -1.828 -1.345
O 3.915 -2.295 1.052
S -1.954 0.364 -0.737
H -0.529 0.623 -0.213
F 0.709 0.782 0.530
O 2.331 1.761 0.013
C 0.242 -0.704 0.707
F 0.652 -0.045 -1.576
F -0.453 -1.168 -0.496
H -0.494 -0.475 -0.282
H 0.308 -0.138 0.233
C -0.421 -1.951 0.668
F 0.084 -0.522 -0.760
C 0.306 1.545 1.116
O 1.912 1.232 1.572
S -5.438 1.335 2.816
C -1.809 0.129 -0.427
S -3.163 2.674 -1.833
S -2.617 1.208 -1.713
H -0.205 -0.022 0.301
F -0.262 0.782 0.515
F 0.545 0.316 -0.416
H 0.217 0.407 0.101
F -0.586 0.674 0.069
F -0.141 1.997 -2.100
H -0.217 -0.202 -0.054
F -0.894 -0.661 -1.792
O 0.164 0.595 2.371
O 0.230 1.355 1.100
O -0.166 -1.085 1.562
C 0.967 -1.169 1.333
H 0.211 -0.216 -0.921
O 0.552 -1.455 -0.422
H 0.195 -0.497 -0.208
F 0.000 -0.412 -0.017
N 2.700 -3.607 -1.133
H 0.193 -0.531 0.120
C -0.642 0.496 -0.073
S -5.207 0.694 -5.178
C 0.113 2.406 0.652
H -0.183 0.151 0.000
O 0.932 -1.426 -0.923
O 0.788 0.589 2.539
H -0.307 -0.645 -0.106
F -2.003 0.743 -0.746
C 0.843 -1.252 -0.442
N 4.897 -0.401 0.855
O -0.781 1.089 0.408
C 1.216 -0.005 -0.210
F -0.255 0.689 0.178
F 0.925 0.230 0.586
N 0.197 2.500 -1.625
H -0.049 -0.776 -0.039
H 0.176 0.936 0.458
H -0.049 0.582 -0.728
H 0.488 0.639 0.729
O 2.665 -2.036 -0.868

Calculated values
E_LUMO: 2.18 eV
Relative energy (zero: lowest compared OMol25 entry of this formula, charge and spin): 38.6 kJ/mol
Charge: -3
Electronic energy: -267663.02018 eV
Highest occupied orbital energy: -0.136 hartree

---

# 3
Entry from OMol25: C23H32N2O4S in the gas phase in a non-equilibrium geometry (ωB97M-V/def2-TZVPD).

Element x y z (Å)
H: 6.466086 -0.831895 -0.116580
H: 4.869080 0.178090 1.444814
C: 4.378480 -1.899968 1.215374
C: -0.189712 -1.259002 1.406594
H: -0.844226 -2.312714 -1.337784
C: 3.527441 2.467377 0.427526
H: -6.179869 2.793766 -1.135535
H: -0.551391 -2.259634 1.651887
H: 2.238216 1.444487 -0.937434
C: 5.613096 0.824708 -1.207619
H: 5.157460 -1.266232 -1.227463
H: -5.532007 -1.288461 2.242415
H: -2.634994 0.619058 -2.155384
H: -5.576049 -1.893582 -0.013397
O: 1.018305 -1.443824 -0.731554
C: -2.866219 -2.934099 -1.729696
H: -4.921796 1.408437 -2.740577
C: 5.494474 -0.519728 -0.506026
H: 2.756406 2.537928 1.191284
H: 3.527924 3.394468 -0.140291
H: 3.869209 0.510943 -2.407512
C: -2.219502 -1.373588 -0.018497
C: -4.539014 -1.970412 -0.299140
H: 6.294821 0.744484 -2.057518
C: 3.238175 1.286141 -0.515273
H: 5.375308 -2.264262 1.455721
N: -1.261375 -0.603174 0.680280
C: -5.118019 -0.325447 1.926806
H: -0.043387 -0.698770 2.334919
C: 4.481479 -0.484738 0.645100
H: 1.452779 0.741531 0.990409
H: 6.022585 1.571013 -0.524572
O: -0.246349 1.013987 -1.028691
H: 2.385374 -0.265254 2.091975
C: -4.484477 1.664143 -1.787505
N: 3.198428 -0.014713 0.143395
C: -1.883792 -2.220498 -1.061672
H: -2.892309 2.561455 1.607583
O: -0.533739 1.714778 1.298439
C: -5.189815 2.442990 -0.883232
C: -3.214012 1.213873 -1.467045
C: -3.562328 -1.263453 0.389221
C: -2.675493 1.542221 -0.238005
H: 3.781580 -1.934596 2.122237
H: -2.594446 -3.589395 -2.542526
H: 3.935681 -2.559496 0.474477
C: -4.630325 2.779874 0.340025
C: 4.228281 1.241841 -1.681162
H: 1.653154 -2.291897 0.950529
C: 2.072301 -0.153639 1.045733
C: -3.363421 2.325206 0.667290
S: -1.036740 0.969104 0.181577
H: 4.490938 2.363394 0.919068
H: -5.767289 0.122219 1.167368
C: 1.174981 -1.351404 0.656974
O: -3.796447 -0.458357 1.462814
H: 0.776435 -0.561891 -1.063607
H: -4.961862 -3.339923 -1.877740
H: 4.261546 2.219087 -2.165807
H: -5.181306 3.393768 1.036597
H: -5.059743 0.339913 2.786330
C: -4.188566 -2.796239 -1.355928

Cartesian forces, eV/Å:
H -0.004 -0.075 0.020
H 0.011 -0.042 -0.071
C -0.012 0.331 0.006
C 0.690 -0.008 0.274
H 0.055 0.051 0.004
C -0.111 -0.308 -0.162
H -0.075 0.034 -0.023
H -0.063 0.161 -0.020
H 0.128 -0.006 0.047
C -0.119 -0.175 -0.135
H -0.018 -0.121 -0.019
H 0.020 0.037 -0.020
H 0.006 -0.086 -0.134
H -0.084 0.042 0.055
O -0.118 -0.051 -0.265
C -0.038 -0.078 -0.076
H -0.017 -0.025 -0.082
C 0.056 0.320 0.238
H -0.054 0.054 0.118
H 0.008 0.147 -0.020
H -0.041 -0.010 -0.074
C -0.559 -0.182 -0.181
C -0.152 0.117 0.209
H 0.040 0.062 0.034
C 0.006 0.318 -0.256
H 0.067 -0.037 0.052
N -0.089 0.994 -0.353
C -0.254 0.002 0.043
H 0.053 -0.177 0.101
C 0.209 -0.312 -0.105
H 0.228 0.004 0.116
H 0.080 0.042 0.011
O -0.214 -0.012 -0.227
H -0.089 0.077 0.015
C 0.042 -0.027 -0.007
N 0.081 -0.022 0.217
C -0.043 0.025 0.001
H -0.017 0.067 0.158
O -0.160 0.037 0.254
C -0.021 -0.015 -0.010
C 0.046 0.043 -0.186
C 0.107 -0.116 0.228
C 0.495 -0.152 0.008
H -0.071 -0.076 0.112
H 0.030 -0.063 -0.075
H -0.055 -0.126 -0.114
C 0.078 0.018 0.026
C -0.024 0.107 0.165
H -0.024 0.141 0.082
C -0.024 -0.321 -0.268
C 0.063 0.082 0.138
S -0.405 -0.163 0.068
H 0.100 0.048 0.076
H 0.028 -0.031 0.033
C 0.035 -0.017 0.367
O 0.252 -0.391 -0.292
H 0.074 -0.162 -0.028
H -0.070 -0.049 -0.043
H -0.043 0.024 -0.047
H -0.019 0.059 0.064
H -0.060 -0.030 -0.037
C 0.059 0.018 -0.006

Calculated values
Structure (SMILES): COc1ccccc1N(C[C@@H](O)CN1[C@@H](C)CCC[C@@H]1C)S(=O)(=O)c1ccccc1
E_LUMO: 0.58 eV
Relative energy (zero: lowest compared OMol25 entry of this formula, charge and spin): 331.1 kJ/mol
Electronic energy: -46374.93462 eV
Highest occupied orbital energy: -0.287 hartree

---

> The highest relative energy (zero: lowest compared OMol25 entry of this formula, charge and spin) belongs to which entry?

C23H32N2O4S

---

> The highest electronic energy belongs to which entry?

C23H32N2O4S

---

> Look up the relative energy (zero: lowest compared OMol25 entry of this formula, charge and spin) of the second one.

38.6 kJ/mol

---

> What is the relative energy (zero: lowest compared OMol25 entry of this formula, charge and spin) in the third record?

331.1 kJ/mol